# 1
# C4H8FNO

A molecular structure, C4H8FNO in a non-equilibrium geometry (ωB97M-V/def2-TZVPD, the Open Molecules 2025 dataset).

```
15
Properties=species:S:1:pos:R:3
F 0.74799 -2.06554 -0.10057
O 2.00708 0.74133 -0.33771
N -1.02518 -0.60128 0.01046
C 0.41466 -0.73686 -0.12254
C -1.33814 0.68041 0.53060
C 1.28644 -0.02494 -1.16303
C 1.86391 0.07217 0.94964
H -1.34747 0.69223 1.61360
H -1.48255 -1.33184 0.60478
H 2.76640 -0.56875 1.09892
H 1.69587 0.69969 1.89399
H -0.59567 1.25501 0.09374
H -2.32182 1.02687 0.20343
H 1.89231 -0.85838 -1.60421
H 0.80097 0.60302 -1.89775
```

Values from the calculation:
- frontier orbital gap (eV) = 9.78
- energy (eV) = -10529.380
- LUMO energy (eV) = 0.98
- E_HOMO (eV) = -8.80
- total charge = 0



# 2
# C4H8FNO2

A molecular structure, C4H8FNO2 in a non-equilibrium geometry (ωB97M-V/def2-TZVPD, the Open Molecules 2025 dataset).

```
16
Properties=species:S:1:pos:R:3
F 2.00514 1.51364 -0.62683
O 1.90595 -2.05456 -0.05214
O 3.97145 -1.05688 -0.05236
N 0.41894 -0.07863 -0.02117
C 2.81288 -1.12541 0.05764
C -0.15574 0.12509 -1.28460
C -0.70743 0.15203 0.99129
C 1.67835 0.54168 0.26956
H -1.33238 -0.78628 1.33815
H -1.35162 0.99809 0.55432
H -0.68527 -0.93680 -1.53708
H 0.64274 0.13242 -2.00445
H -0.20205 0.39528 1.85374
H -0.91955 0.85719 -1.42452
H 1.83245 0.80748 1.33617
H 0.99335 -1.33397 -0.11073
```

Values from the calculation:
- frontier orbital gap (spin up / spin down) (eV) = 4.71 / 8.89
- energy (eV) = -12572.864
- LUMO energy (spin up / spin down) (eV) = 0.61 / -1.90
- E_HOMO (spin up / spin down) (eV) = -4.10 / -10.79
- 2S+1 = 3
- total charge = 0
- expectation value of S² = 2.0075



# 3
# C4H8FOP

C4H8FOP in the gas phase in a non-equilibrium geometry (ωB97M-V/def2-TZVPD, the Open Molecules 2025 dataset).

```
15
Properties=species:S:1:pos:R:3
P 1.80834 1.04609 -1.03595
F 0.56991 0.75378 1.52815
O -1.34203 -0.35234 -1.12422
C -0.89009 0.38798 -0.29237
C 0.67476 -1.45553 0.33680
C -1.63616 1.55696 0.29259
C 0.48960 0.19719 0.18580
H -2.57763 1.77202 -0.28765
H -0.22670 -1.91493 0.54302
H 1.30955 -1.86705 1.16987
H -1.82154 1.40048 1.35877
H 0.87942 2.02893 -1.33605
H 0.99910 -1.78541 -0.63721
H 2.39914 1.82417 -0.02482
H -0.94095 2.43065 0.08982
```

Values from the calculation:
- frontier orbital gap (eV) = 10.51
- energy (eV) = -18329.947
- LUMO energy (eV) = 0.72
- E_HOMO (eV) = -9.79
- total charge = 0



For reference, energy relative to the best compared isomer or geometry (same formula, charge and spin) by record: 72.0; 30.5; 55.5 kcal per mole.